Entry from the Open Molecules 2025 dataset: C56H41GeHfN8OSe as an isolated structure in a non-equilibrium geometry (ωB97M-V/def2-TZVPD).

XYZ file:
```
109
Properties=species:S:1:pos:R:3
H 17.097 9.238 18.054
C 15.688 11.654 19.141
C 15.472 15.069 13.652
C 14.732 10.825 19.681
C 15.622 16.352 13.191
C 18.018 9.095 17.519
C 18.743 10.801 12.433
H 14.988 8.328 13.575
H 25.250 7.492 17.565
H 18.827 15.245 17.805
C 14.566 9.780 17.585
C 17.989 13.222 15.238
C 21.813 8.907 15.883
H 14.835 13.458 10.786
C 23.912 8.403 15.345
H 15.008 15.815 9.906
C 15.122 9.921 11.287
Se 17.258 14.056 21.822
H 14.466 11.035 20.677
H 11.351 9.529 15.219
H 18.174 12.998 14.208
H 15.549 14.788 14.682
C 16.229 6.530 16.227
C 15.036 14.319 11.409
C 12.527 12.615 15.815
C 27.270 7.345 16.618
H 14.172 8.953 16.939
N 17.903 14.368 20.141
H 12.795 12.310 11.445
C 13.275 10.322 14.713
C 17.899 6.850 14.464
H 15.754 6.056 17.092
H 11.470 10.590 10.044
C 20.987 9.844 13.738
H 13.414 9.411 14.058
H 15.508 17.690 11.466
H 18.891 6.682 14.100
C 21.196 10.381 12.402
C 30.061 7.609 16.583
C 17.499 6.366 15.719
H 17.850 11.155 11.908
C 20.468 8.913 16.420
N 18.180 9.471 16.252
H 12.713 8.621 9.196
C 19.096 8.522 18.255
C 28.012 7.579 15.505
N 16.277 12.753 21.251
C 11.577 11.657 15.568
C 13.191 9.316 9.907
H 31.036 7.987 16.305
H 12.051 13.513 16.145
C 17.009 12.467 17.184
C 20.307 8.380 17.681
N 15.598 10.460 17.093
C 12.512 10.464 10.290
H 21.097 7.973 18.304
N 17.282 12.339 15.897
H 25.446 8.231 13.146
C 12.004 10.418 15.182
Hf 16.470 10.436 14.956
C 17.565 13.472 17.931
H 29.501 8.206 17.350
C 14.458 9.060 10.382
C 19.457 9.393 15.687
C 27.351 7.885 14.213
H 13.240 9.298 19.072
N 18.549 10.340 13.656
H 17.220 7.810 12.774
N 23.295 8.916 14.298
H 15.743 17.166 13.922
C 19.707 9.833 14.307
H 23.830 9.378 13.595
H 19.865 11.396 10.885
C 15.277 7.350 15.484
C 16.065 11.512 17.833
H 14.227 7.364 15.843
H 19.091 15.097 15.406
H 30.133 6.474 16.797
C 20.052 10.876 11.840
C 15.481 16.634 11.841
H 10.543 11.903 15.601
C 18.415 14.395 17.318
C 13.198 11.349 11.132
C 16.423 12.616 19.974
C 25.851 7.601 16.641
C 16.979 7.605 13.757
H 16.124 9.646 11.678
H 18.900 8.355 19.294
C 14.298 11.302 14.933
C 26.027 8.040 14.023
C 17.382 13.493 19.374
H 14.454 13.196 16.021
H 28.048 7.968 13.353
Ge 15.304 12.124 13.116
C 13.877 12.416 15.622
C 15.685 7.847 14.254
C 18.557 14.301 15.936
H 22.095 10.427 11.788
H 14.907 8.143 10.071
O 29.264 7.824 15.403
H 18.148 5.779 16.226
C 25.197 7.851 15.332
C 14.131 9.945 18.847
C 15.286 13.997 12.713
C 21.997 9.329 14.559
C 14.435 11.014 11.724
H 27.681 7.057 17.535
N 23.026 8.325 16.358
C 15.121 15.614 11.007
```

Output
* HOMO-LUMO gap (alpha / beta): 0.22434 / 0.17036 Eh
* 2S+1: 2
* LUMO level (alpha / beta): -0.385 / -0.439 hartree
* HOMO energy (alpha / beta): -16.58 / -16.58 eV
* relative energy (zero: lowest compared OMol25 entry of this formula, charge and spin): 2.296 eV
* charge: +4
* expectation value of S²: 0.796



Entry from the Open Molecules 2025 dataset: C56H47AsN2O6P2PbS4 as an isolated structure in a non-equilibrium geometry (ωB97M-V/def2-TZVPD).

XYZ file:
```
119
Properties=species:S:1:pos:R:3
C 4.485 2.214 0.336
O -2.478 0.639 0.148
C -3.773 2.572 -2.341
O -3.870 -0.740 -1.967
P -0.034 0.960 1.418
H 5.410 5.366 -0.653
H -4.083 -0.653 1.663
H 1.622 3.190 -2.536
C 2.505 -2.427 1.164
H 0.412 5.422 -2.094
S -0.597 -2.878 -2.881
H 0.199 -3.717 3.249
S -0.582 -7.171 -0.111
C 3.342 2.544 1.044
O -1.596 0.490 -2.211
S 0.616 -1.832 -1.521
Pb -2.215 -1.543 -0.539
H 2.170 4.233 1.748
C 3.121 -3.656 0.782
C 2.691 -4.838 1.309
C 0.193 4.522 -1.476
H -2.124 -3.521 6.084
H 2.923 -0.355 2.744
H 7.710 -2.090 0.032
H -1.374 -5.856 6.416
H 4.825 1.198 0.223
H -0.148 1.272 4.542
C -0.111 2.400 0.268
P 2.888 -0.795 0.347
H -4.651 2.273 3.010
O -2.593 -1.467 3.936
C -2.083 -4.258 5.266
H 3.786 -0.114 -2.200
C -0.208 -0.817 -6.631
S -0.552 -4.915 -2.318
C -2.712 1.547 2.380
C -2.462 0.661 -3.314
H 5.613 -1.969 1.231
C -1.697 0.245 -4.569
C 1.651 -4.926 2.227
N -2.861 -2.750 2.011
C 6.863 -1.527 -1.885
H -1.006 3.914 1.604
C -0.458 4.691 -0.264
C -2.516 3.098 -4.331
H -3.975 1.928 -1.513
C -0.401 -0.053 -4.392
H 0.816 -1.595 2.086
O -2.897 -4.587 0.590
C 4.586 -0.682 -1.795
C -2.908 2.146 -3.344
As -0.692 -5.076 -0.140
H -3.687 2.162 0.625
C 0.907 3.331 -1.718
C -3.320 2.357 4.624
H -0.910 5.652 -0.030
C -4.559 0.284 1.285
C 1.352 -2.512 1.902
C -3.824 -0.143 -3.108
C -2.629 -2.517 3.328
C 0.660 2.262 -0.921
C -1.537 -6.473 4.349
C -2.751 -4.072 1.727
C -3.991 4.765 -3.375
H -4.955 4.044 -1.516
C -2.045 2.032 5.034
H -1.253 -7.479 4.663
H 1.126 1.334 -1.041
C -1.126 1.551 4.152
H -4.094 2.706 5.305
C 3.774 4.879 0.553
H 3.312 -5.667 1.062
H -2.751 5.022 -5.164
C 5.149 3.181 -0.427
C -4.315 3.842 -2.363
C -1.955 -6.054 3.069
C 4.531 -1.156 -0.479
H -1.801 2.782 -5.086
H -3.311 0.188 -5.999
H 7.849 -1.494 -2.393
C -3.612 2.073 3.340
C -0.596 3.640 0.632
H 0.519 -1.025 -7.445
C 6.806 -1.875 -0.524
H -1.974 1.003 -1.444
H 4.385 0.440 2.118
H -2.052 -6.727 2.210
C 0.360 -0.571 -5.430
H -4.408 5.757 -3.400
C 1.007 -3.718 2.504
H 1.240 2.758 2.562
H 1.371 -0.763 -5.090
O -4.697 -0.025 -3.960
C -1.674 -5.571 5.434
C 2.989 3.907 1.159
H -4.896 0.099 0.267
C -3.325 1.210 1.078
H 0.100 0.087 -3.439
C -2.381 -3.880 4.015
C -1.562 -0.507 -6.874
C 5.757 -0.951 -2.550
C -2.387 -4.767 2.932
C 1.400 1.706 2.407
C 3.334 0.222 1.840
C 5.639 -1.677 0.179
H 5.951 2.785 -1.046
H 3.611 5.965 0.788
C -3.070 4.380 -4.355
C -1.363 1.373 2.722
H 3.996 -3.662 0.122
H 1.356 -5.884 2.675
H 1.399 1.223 3.395
H -5.346 0.630 1.917
C 4.854 4.543 -0.256
H 5.846 -0.690 -3.578
C -2.268 0.007 -5.820
N 2.705 1.548 1.807
H -1.953 -0.665 -7.841
H -1.676 2.079 6.058
```

Output
* HOMO-LUMO gap: 0.23017 Eh
* 2S+1: 1
* LUMO level: 0.142 hartree
* HOMO energy: -2.41 eV
* relative energy (zero: lowest compared OMol25 entry of this formula, charge and spin): 0.529 eV
* charge: -2



Entry from the Open Molecules 2025 dataset: C56H47N3NaO3Sb2 as an isolated structure (ωB97M-V/def2-TZVPD).

XYZ file:
```
112
Properties=species:S:1:pos:R:3
H -0.897 0.352 6.455
H -3.954 -2.820 -5.874
Na 0.214 0.140 -0.066
C -2.223 2.413 -3.514
H -0.759 -5.092 -4.150
C -4.403 0.052 -2.202
H -2.854 -5.002 -5.475
H -2.204 2.373 -2.428
C -3.028 -2.868 -5.313
C 4.603 -1.441 -1.611
C 3.505 -0.913 -5.039
C -2.067 1.339 3.432
H 4.153 -0.552 -2.034
H 4.202 -1.739 -4.970
H 0.203 -3.045 -3.224
C -2.982 3.395 -4.138
H -5.890 -2.156 -0.468
C -3.452 -4.172 -1.655
C 4.185 2.142 0.709
C -2.464 -1.701 -4.817
N 0.890 -1.430 1.388
C -4.105 -2.024 4.478
C -4.240 -5.182 -2.194
H 5.151 1.948 0.258
H 4.754 0.262 -6.330
H -3.929 1.211 0.937
C -5.025 2.222 -0.608
H 1.051 2.053 -5.174
C -4.980 -1.426 3.582
C -0.118 -0.056 3.146
H -2.960 -0.754 -5.000
H 7.279 -3.483 -1.882
H -7.289 -3.944 -1.408
H -6.014 3.027 -2.336
C 5.677 -3.718 -0.489
H 6.081 -4.612 -0.029
C 2.783 2.312 2.639
C -2.348 2.514 -6.280
C -1.515 1.478 -4.261
N 0.729 2.881 -0.374
C -1.589 1.539 -5.653
Sb -2.738 -1.551 -0.219
C -4.292 1.164 -0.084
H -1.515 -2.629 2.385
C -1.241 -4.142 -4.347
C 5.808 -1.929 -2.089
O 2.131 -0.507 -0.854
C -1.159 0.722 2.531
H -3.530 4.110 -3.536
C -0.690 -2.975 -3.837
C -3.984 0.062 -0.870
H 3.220 2.394 -1.187
C -0.970 0.456 5.380
H -2.847 1.947 2.986
H -4.384 -2.129 5.520
H 3.169 2.167 -6.397
C -4.613 -1.276 2.253
H 2.637 2.265 3.712
C -2.502 -2.317 2.709
H 0.710 2.719 2.270
H 0.778 -0.699 4.969
H 6.327 -1.420 -2.892
C 3.100 2.402 -0.110
C -1.284 -1.739 -4.081
O -1.302 0.902 1.254
H -5.259 3.074 0.021
H 4.886 1.876 2.722
H -5.436 1.085 -3.770
H -3.638 4.210 -6.010
C -2.867 -2.468 4.040
C 2.598 -1.456 -0.152
C -5.130 1.109 -2.731
H -2.729 1.688 5.428
C -6.210 -4.012 -1.479
C -5.620 -5.104 -2.106
C 1.688 2.572 1.828
C -2.413 -4.091 -5.088
H 1.962 -0.664 2.943
H -3.770 -6.025 -2.686
C 1.398 0.077 -4.392
H -5.945 -1.066 3.920
C 6.339 -3.081 -1.522
H 0.818 2.570 -1.329
C 2.929 1.277 -5.828
Sb -0.387 -0.004 -3.205
C -5.418 -3.008 -0.945
H -6.239 -5.888 -2.527
C -0.044 -0.133 4.539
C -1.991 1.200 4.799
H -2.397 2.548 -7.362
C -5.448 2.197 -1.929
H -4.169 -0.797 -2.839
C 0.983 -0.747 2.459
C 1.835 2.611 0.442
C 2.309 -0.973 -4.339
H -2.169 -2.916 4.737
O 3.888 -3.873 1.024
C -4.027 -3.075 -1.025
N 2.114 -1.970 0.955
C 3.817 0.211 -5.790
H -5.303 -0.799 1.563
H 3.090 -3.314 1.277
C 4.469 -3.220 0.004
H 2.116 -1.842 -3.720
H -0.162 2.646 0.051
C 3.911 -2.065 -0.578
C 1.729 1.208 -5.133
H -1.045 0.817 -6.253
H -2.372 -4.242 -1.743
C 4.036 2.096 2.088
C -3.046 3.447 -5.521
C -3.372 -1.717 1.805
```

Output
* HOMO-LUMO gap: 0.24997 Eh
* 2S+1: 1
* LUMO level: 0.078 hartree
* HOMO energy: -4.69 eV
* relative energy (zero: lowest compared OMol25 entry of this formula, charge and spin): 0.000 eV
* charge: -1



Entry from the Open Molecules 2025 dataset: C56H47N3NaO3Sb2 as an isolated structure in a non-equilibrium geometry (ωB97M-V/def2-TZVPD).

XYZ file:
```
112
Properties=species:S:1:pos:R:3
H -7.209 -0.456 -0.200
H -3.816 2.855 0.700
C 4.180 0.988 3.478
C -1.662 0.183 1.791
C -0.303 2.236 5.250
C 0.859 0.950 3.569
H 0.655 -0.761 6.493
H 5.097 -1.761 -1.011
C 2.469 -2.057 1.798
C -3.143 -3.485 -5.218
H -5.962 1.477 -1.121
C -0.130 1.209 6.166
C 0.741 -2.790 -2.004
C 3.515 1.752 2.523
C 1.520 -3.919 -1.810
C 3.870 2.102 -2.752
C 0.187 2.105 3.960
Na -0.537 1.356 -0.401
H -2.823 -3.150 5.840
H 0.036 2.911 3.248
C -2.589 -2.480 5.021
C 5.180 3.486 2.813
C -2.235 -1.574 -6.351
H -0.649 -1.827 1.250
H -6.082 -2.645 0.025
N -2.233 1.343 1.874
C 4.177 -3.061 0.431
H -0.830 3.139 5.536
C 3.611 -0.744 0.151
H -1.371 -0.066 -5.094
C -4.221 -1.946 -0.776
C -0.560 -2.709 -1.503
C 4.366 -1.846 -0.216
H -0.679 -5.751 -0.011
C -1.629 3.533 -1.767
H -2.977 7.215 -1.427
O -0.845 -0.192 0.828
H -2.036 -3.751 -0.332
H -2.024 -1.037 -7.269
C 4.936 1.927 -3.619
H -3.605 1.217 -1.796
C -2.124 -1.707 -3.937
H 1.551 -0.978 4.222
C 2.663 -0.833 1.170
C -3.511 -0.872 -1.300
H -3.165 -3.229 -7.351
H -3.659 -0.813 5.861
C 4.820 1.091 -4.721
C -3.062 -1.173 5.032
C -2.875 -2.803 -6.398
C -2.757 -0.325 3.984
H 4.760 -3.928 0.143
N -1.859 2.270 0.935
H 0.680 1.461 -2.465
C -6.178 -0.569 -0.510
C -2.924 5.243 -0.577
H 1.155 -1.947 -2.553
C 5.327 1.462 4.096
C -1.053 -3.786 -0.779
C 3.618 0.431 -4.943
H 5.567 4.464 2.550
C -1.985 -0.755 2.905
H -1.559 6.565 -3.362
H -3.642 -4.446 -5.251
H -3.099 0.700 3.973
H 5.654 0.960 -5.398
C -5.545 -1.797 -0.384
O -1.202 2.320 -1.920
N 1.609 1.554 -2.065
C -1.864 -1.033 -5.126
H 3.514 -0.221 -5.802
C 2.659 1.438 -2.967
H 2.528 -3.955 -2.206
H -0.522 1.305 7.172
H 3.800 0.006 3.738
H 5.831 0.857 4.841
C -1.527 -2.081 2.897
H -1.449 -3.946 3.924
O -0.795 -2.579 1.883
C 3.224 -3.164 1.431
C 1.007 -4.992 -1.097
C -4.154 0.361 -1.411
H -0.750 4.247 -3.587
C -5.478 0.512 -1.026
C 5.830 2.714 3.762
C 2.550 0.598 -4.079
C -2.433 3.942 -0.654
C -2.610 6.201 -1.526
H 3.969 2.762 -1.896
Sb 1.679 1.032 1.583
H 1.612 0.082 -4.255
C -1.348 4.536 -2.730
H 3.050 -4.113 1.924
H 3.767 0.202 -0.360
C -2.770 2.977 0.400
H -3.551 5.510 0.269
H 1.712 -2.172 2.559
C -1.810 5.830 -2.604
H 1.612 -5.875 -0.927
C -1.826 -2.931 3.962
H -2.974 -3.485 -3.085
H 5.864 2.455 -3.436
C 4.030 3.003 2.200
C 0.536 0.053 5.788
H 1.656 2.383 -1.490
Sb -1.496 -0.838 -2.041
C -0.277 -4.921 -0.580
C -2.768 -2.939 -3.999
H -3.756 -2.916 -0.665
H 3.519 3.610 1.458
H 6.728 3.083 4.242
C 1.025 -0.073 4.496
```

Output
* HOMO-LUMO gap: 0.24878 Eh
* 2S+1: 1
* LUMO level: 0.076 hartree
* HOMO energy: -4.69 eV
* relative energy (zero: lowest compared OMol25 entry of this formula, charge and spin): 1.291 eV
* charge: -1